ORCA calculation (ωB97M-V with the def2-TZVPD basis set) on a cluster of 3 separate species, C6H18FO3S in total.

```
29
C6H18FO3S, DFT ωB97M-V with the def2-TZVPD basis set
C -2.0402 1.4361 -2.0150
C -0.8943 1.5188 -2.9854
F -1.2715 1.4348 -4.2793
S 0.3309 0.1171 -2.8459
O 0.8577 0.2725 -1.3239
H -2.4390 2.4407 -1.8403
H -2.8296 0.8023 -2.4351
H -1.7220 1.0240 -1.0478
H -0.2424 2.3941 -2.8454
H -0.5601 -0.8661 -2.5804
H 1.2562 1.1613 -1.2233
C 2.3859 -2.0423 1.3677
C 1.6332 -3.2426 0.8313
O 0.3263 -2.8705 0.3733
H 1.8332 -1.5849 2.1888
H 3.3801 -2.3092 1.7255
H 2.5109 -1.2915 0.5795
H 1.4681 -3.9832 1.6110
H 2.1901 -3.7283 0.0250
H 0.4539 -2.2200 -0.3236
C -1.3141 0.5906 2.0528
C -0.6778 1.9586 1.9081
O 0.7465 1.8944 1.8843
H -0.9630 0.1031 2.9613
H -2.4011 0.6681 2.1004
H -1.0552 -0.0612 1.2106
H -0.9210 2.5931 2.7582
H -1.0524 2.4687 1.0096
H 1.0107 1.3215 1.1580
```

Calculated values
* Kohn-Sham gap: 7.8 eV
* HOMO: -13.244 eV
* total charge: +1
* energy: -962.81056 hartree
* strongest force on any atom: 0.0085 Eh/bohr


ORCA calculation (ωB97M-V with the def2-TZVPD basis set) on a cluster of 2 separate species, C6H18N2Si in total.

```
27
C6H18N2Si, DFT ωB97M-V with the def2-TZVPD basis set
C 1.2902 1.7567 -1.1359
C 2.0117 -2.5425 -0.5300
C 1.9916 -0.0239 1.7274
C 0.0601 1.0685 -0.5810
C 0.7445 -1.7770 -0.5229
C -3.4449 0.9650 0.9821
N -3.4009 0.3853 -1.2846
N -3.7909 1.0446 -0.2872
Si 0.5038 -0.3454 0.6967
H 1.1041 2.5609 -1.8251
H 1.7626 2.3432 -0.3302
H 1.8231 0.8426 -1.5983
H 1.8138 -3.4053 -1.1067
H 2.8989 -2.0574 -0.8104
H 2.3138 -2.9746 0.4178
H 1.8818 -0.5537 2.6075
H 2.9581 -0.2792 1.4825
H 1.9636 1.0048 2.2353
H -0.6055 0.6870 -1.3530
H -0.4742 1.8922 -0.0817
H -0.1564 -2.5151 -0.4601
H 0.6493 -1.4337 -1.5400
H -3.8540 1.4983 1.8399
H -2.5093 0.4337 1.1503
H -2.4597 0.0043 -1.0330
H -0.5194 -0.3448 1.7575
H -4.5558 1.7656 -0.4169
```

Calculated values
* energy above the lowest of the compared OMol25 structures with the same formula, charge and spin: 500.39 kJ/mol
* Kohn-Sham gap: 8.7 eV
* HOMO: -7.780 eV
* energy: -638.26017 hartree
* strongest force on any atom: 0.0817 Eh/bohr


ORCA calculation (ωB97M-V with the def2-TZVPD basis set) on a cluster of 2 separate species, C6H18N3 in total.

```
27
C6H18N3, DFT ωB97M-V with the def2-TZVPD basis set
C -1.0784 -1.3462 -2.7980
C -0.7983 0.6299 2.0009
C 1.9557 -0.7216 1.7597
C -2.1331 -1.2498 -1.7632
C 0.2850 1.0977 1.0489
C 1.2793 0.0169 0.6034
N -2.0702 -0.3433 -0.8800
N 2.1756 0.6659 -0.3492
N -0.3032 1.5420 -0.2439
H -0.1223 -0.9764 -2.4338
H -1.3760 -0.7177 -3.6414
H -0.9747 -2.3601 -3.1717
H -0.3676 0.3494 2.9570
H -1.5114 1.4297 2.1839
H -1.3229 -0.2320 1.5973
H 1.2187 -1.2715 2.3386
H 2.6677 -1.4457 1.3683
H 2.4829 -0.0388 2.4206
H 0.7034 -0.7307 0.0390
H 0.8403 1.9290 1.4951
H -2.8679 -0.2869 -0.2507
H -1.0320 0.7693 -0.5891
H 2.6701 -0.0226 -0.9048
H -2.9844 -1.9159 -1.8695
H -0.7457 2.4592 -0.1896
H 2.8847 1.2002 0.1453
H 0.5246 1.5699 -0.8730
```

Calculated values
* energy above the lowest of the compared OMol25 structures with the same formula, charge and spin: 54.28 kJ/mol
* Kohn-Sham gap: 11.2 eV
* HOMO: -13.722 eV
* total charge: +1
* energy: -403.45992 hartree
* strongest force on any atom: 0.0118 Eh/bohr


ORCA calculation (ωB97M-V with the def2-TZVPD basis set) on a cluster of 3 separate species, C6H18N3 in total.

```
27
C6H18N3, DFT ωB97M-V with the def2-TZVPD basis set
C 2.1936 -1.8638 1.8118
C 3.1297 -1.4586 -0.4972
C 0.5981 -1.2320 -0.1510
C -3.1097 0.5134 1.0854
C -0.8457 1.0115 1.1176
C 1.8395 -1.4050 0.3996
N -2.1523 1.7071 -0.7110
N -1.9361 1.0508 0.4674
N -0.5121 1.9546 -2.5855
H 2.8639 -1.2009 2.4192
H 1.3629 -2.1981 2.4330
H 2.7500 -2.7899 1.7983
H 2.8913 -1.1627 -1.5490
H 3.5405 -2.4409 -0.5322
H 3.8816 -0.8699 -0.1407
H -0.2561 -1.5371 0.3847
H -0.0065 1.4771 0.6502
H 0.4235 -0.8193 -1.1598
H -2.9834 0.1611 2.1707
H -3.7606 1.3461 1.3351
H -3.6621 -0.2869 0.5030
H -0.7705 0.6605 2.0888
H -1.3438 1.9428 -1.4605
H -3.0612 1.7273 -1.1184
H -0.6031 2.7755 -3.1547
H 0.4284 1.7420 -2.4111
H -0.8996 1.1955 -3.1937
```

Calculated values
* energy above the lowest of the compared OMol25 structures with the same formula, charge and spin: 421.97 kJ/mol
* Kohn-Sham gap: 8.8 eV
* HOMO: -12.245 eV
* total charge: +1
* energy: -403.31988 hartree
* strongest force on any atom: 0.0754 Eh/bohr


ORCA calculation (ωB97M-V with the def2-TZVPD basis set) on the ion C6H18N4S with charge +2.

```
29
C6H18N4S, DFT ωB97M-V with the def2-TZVPD basis set
C -0.3245 0.0290 1.4441
C 1.2054 -2.1303 0.1822
C -2.0691 -0.9758 -0.7713
C -0.9761 0.7459 -2.3360
C 2.4717 1.8341 0.0432
C -0.0381 0.1216 0.0037
N 0.6644 -0.0164 2.3205
N 0.8700 -0.7960 -0.4114
N -1.5338 0.3736 1.9408
N -1.2621 0.3314 -0.8786
S 0.6820 2.2205 -0.1234
H 0.8500 -2.7425 -0.5836
H 2.2510 -2.2880 0.1416
H 0.5628 -2.1879 1.0900
H -1.7998 -1.4234 0.1014
H -3.2358 -0.8324 -0.7914
H -1.7001 -1.6205 -1.6189
H -1.8463 0.5122 -3.0217
H -0.6528 1.8351 -2.2397
H 0.0234 0.1911 -2.6895
H 2.5143 0.7974 -0.1880
H 2.5969 2.0348 1.1493
H 2.8463 2.5179 -0.6680
H 1.6867 -0.0739 2.1212
H 0.4537 -0.1053 3.3178
H 1.5745 -0.5368 -1.1314
H -2.2203 0.7972 1.3504
H -1.8159 0.1892 2.9073
H -1.7781 1.1983 -0.6605
```

Calculated values
* multiplicity: 3
* energy above the lowest of the compared OMol25 structures with the same formula, charge and spin: 0.00 kJ/mol
* Kohn-Sham gap (alpha / beta): 7.7 / 6.7 eV
* HOMO (alpha / beta): -14.355 / -17.063 eV
* total charge: +2
* energy: -855.83285 hartree
* strongest force on any atom: 0.0829 Eh/bohr


ORCA calculation (ωB97M-V with the def2-TZVPD basis set) on a cluster of 6 separate species, C6H18N6O12 in total.

```
42
C6H18N6O12, DFT ωB97M-V with the def2-TZVPD basis set
C 2.6187 -2.8926 -2.5522
N 1.6101 -2.3097 -3.4749
O 1.2730 -2.9891 -4.3877
O 1.2516 -1.1688 -3.2957
H 2.2151 -3.2888 -1.6205
H 3.4074 -2.1490 -2.4375
H 2.9867 -3.7636 -3.0945
C 3.7239 1.1679 0.2390
N 5.1654 1.3439 0.6016
O 5.4641 2.0129 1.5794
O 6.0182 0.7346 -0.0097
H 3.1540 0.8211 1.1010
H 3.6418 0.4051 -0.5352
H 3.3891 2.1502 -0.0945
C -0.7606 -0.7647 -0.1481
N 0.3855 -0.2556 0.6074
O 1.1001 -1.0575 1.1112
O 0.6290 0.9452 0.5210
H -1.1878 0.1116 -0.6356
H -1.4308 -1.4021 0.4287
H -0.3789 -1.2660 -1.0375
C -3.5469 -4.4819 2.9922
N -3.0962 -3.1243 2.5859
O -1.8943 -2.9294 2.3941
O -3.9610 -2.2876 2.4272
H -3.5352 -5.1171 2.1065
H -4.5419 -4.3241 3.4084
H -2.8528 -4.8342 3.7553
C -4.1164 1.3456 0.4408
N -3.2803 1.3220 1.6649
O -2.1095 1.1122 1.5813
O -3.8626 1.5556 2.7449
H -3.5590 1.8554 -0.3450
H -5.1084 1.7671 0.6027
H -4.1740 0.2874 0.1859
C 0.4824 4.3842 -0.7556
N 1.1244 4.6455 -2.0573
O 1.1607 5.8135 -2.4694
O 1.4919 3.6912 -2.7186
H 0.7659 3.3637 -0.4980
H -0.5596 4.6092 -0.9832
H 0.8971 4.9609 0.0712
```

Calculated values
* energy above the lowest of the compared OMol25 structures with the same formula, charge and spin: 88.01 kJ/mol
* Kohn-Sham gap: 10.2 eV
* HOMO: -10.627 eV
* SMILES: C[N+](=O)[O-].C[N+](=O)[O-].C[N+](=O)[O-].C[N+](=O)[O-].C[N+](=O)[O-].C[N+](=O)[O-]
* energy: -1470.22286 hartree
* strongest force on any atom: 0.0720 Eh/bohr


> Among the records above, which one has the lowest strongest force on any atom?

C6H18FO3S


> strongest force on any atom of number 5 (C6H18N4S)?

0.0829 Eh/bohr